Computed, not measured: 2 unconnected molecules or ions with the total composition C3H9NO3 in a non-equilibrium geometry, with ωB97M-V/def2-TZVPD.

Structure (ORCA input):
```
! RIJCOSX wB97M-V def2-TZVPD def2/J DEFGRID3
* xyz 0 1
N 0.0000 0.0000 0.0000
C -0.6221 0.3602 -1.2403
C -1.0679 -0.9226 -1.9791
O 0.0586 -1.6854 -2.1512
C 0.4529 -2.2095 -3.2519
O -0.1030 -2.1649 -4.3343
H 0.8449 -0.4255 -0.3971
H -0.5698 -0.7761 0.3544
H -1.4852 0.9995 -0.9723
H 0.0729 0.9705 -1.8485
H -1.8450 -1.4372 -1.3817
H -1.5018 -0.6964 -2.9722
H 1.4973 -2.5720 -3.1783
O -4.5341 2.4988 -7.3792
H -4.7567 2.2103 -8.2933
H -3.8312 1.8755 -7.0866
*
```

Its SMILES is NCCOC=O.O. The LUMO energy comes out at 0.678 eV. For the total energy, the calculation gives -10888.6873 eV. The calculation puts the gap between HOMO and LUMO at 10.59 eV. The value obtained for the relative energy (zero: lowest compared OMol25 entry of this formula, charge and spin) is 182.76 kJ/mol.

These are the Mulliken partial charges, in e, on atoms 1 to 2:
1. N -0.653
2. C -0.571